# 1
Formula: C5H3N
Source: OMol25
Level of theory: ωB97M-V/def2-TZVPD

Its HOMO-LUMO gap is 0.3445 Ha. The energy above the lowest of the compared OMol25 structures with the same formula, charge and spin comes out at 525.8 kJ/mol. As for the total charge: 0.

Last column: natural (NBO) charge in e.
Cartesian coordinates (Å):
C (0.580, -1.145, 1.312)  -0.063
C (0.210, -0.029, 0.722)  -0.121
C (-0.234, -0.743, -0.749)  0.379
C (-0.686, 0.959, 0.103)  -0.245
C (0.935, -1.192, -0.252)  -0.270
N (-1.265, -0.015, -0.944)  -0.395
H (-1.285, 1.354, 0.861)  0.237
H (-0.221, 1.807, -0.417)  0.227
H (1.966, -0.996, -0.636)  0.251



# 2
Formula: C8H24AsF6IrN4O2SSb
Source: OMol25
Level of theory: ωB97M-V/def2-TZVPD

The multiplicity is 6. Its HOMO-LUMO gap (alpha / beta) is 0.3607 / 0.2529 Ha. The energy above the lowest of the compared OMol25 structures with the same formula, charge and spin comes out at 1.7 kJ/mol. As for the total charge: +2.

Last column: natural (NBO) charge in e.
Cartesian coordinates (Å):
Ir (1.146, -1.237, 0.389)  1.724
N (1.679, -0.990, 2.524)  -0.847
C (1.320, -2.120, 3.453)  -0.223
C (0.021, -2.778, 3.021)  -0.437
C (0.222, -3.719, 1.822)  -0.440
C (-0.853, -3.638, 0.754)  -0.233
N (-0.784, -2.320, 0.048)  -0.827
H (2.680, -0.816, 2.584)  0.424
H (1.217, -0.141, 2.846)  0.411
H (1.257, -1.718, 4.463)  0.231
H (2.144, -2.832, 3.422)  0.230
H (-0.714, -1.995, 2.799)  0.199
H (-0.388, -3.331, 3.866)  0.262
H (0.300, -4.751, 2.166)  0.272
H (1.199, -3.545, 1.341)  0.208
H (-1.848, -3.760, 1.181)  0.224
H (-0.705, -4.421, 0.014)  0.240
H (-1.558, -1.706, 0.282)  0.414
H (-0.821, -2.458, -0.959)  0.423
N (2.486, 0.329, -0.677)  -0.652
N (1.706, 1.453, -0.985)  -0.492
C (0.335, 1.329, -0.946)  0.886
O (-0.378, 2.233, -1.349)  -0.649
O (-0.120, 0.222, -0.403)  -0.759
H (3.270, 0.602, -0.090)  0.408
H (2.868, -0.135, -1.506)  0.429
H (2.095, 2.146, -1.608)  0.421
C (-4.739, 4.711, -1.291)  -0.949
As (-2.953, 4.029, -1.438)  1.445
C (-1.812, 4.956, -0.215)  -0.957
C (-2.326, 4.250, -3.230)  -0.956
S (-3.081, 1.930, -0.919)  -0.067
H (-4.717, 5.772, -1.539)  0.271
H (-5.094, 4.577, -0.271)  0.270
H (-5.385, 4.180, -1.987)  0.272
H (-1.783, 6.009, -0.492)  0.266
H (-0.820, 4.518, -0.280)  0.271
H (-2.212, 4.844, 0.790)  0.265
H (-2.293, 5.315, -3.458)  0.266
H (-3.012, 3.742, -3.904)  0.271
H (-1.334, 3.812, -3.298)  0.274
F (1.708, -2.533, -1.385)  -0.693
Sb (3.514, -3.345, -1.058)  3.181
F (4.126, -1.720, -1.792)  -0.675
F (3.232, -2.244, 0.591)  -0.698
F (5.183, -3.842, -0.456)  -0.626
F (2.573, -4.663, -0.132)  -0.654
F (3.448, -4.199, -2.688)  -0.625



# 3
Formula: C5H12NO
Source: OMol25
Level of theory: ωB97M-V/def2-TZVPD

Its HOMO-LUMO gap (alpha / beta) is 0.3406 / 0.3406 Ha. The energy above the lowest of the compared OMol25 structures with the same formula, charge and spin comes out at 288.9 kJ/mol. As for the total charge: +1.

Last column: natural (NBO) charge in e.
Cartesian coordinates (Å):
C (-2.269, -0.284, -1.461)  -0.214
C (-1.754, 0.737, -0.835)  -0.358
C (0.946, -0.713, -1.119)  -0.421
C (1.607, -0.164, 1.386)  -0.428
C (-1.169, 0.751, 0.507)  0.429
N (0.932, 0.157, 0.044)  -0.544
O (-1.035, 1.703, 1.407)  -0.618
H (-2.675, -0.025, -2.430)  0.232
H (-2.220, -1.321, -1.160)  0.220
H (-1.692, 1.595, -1.449)  0.230
H (0.501, -0.257, -1.923)  0.215
H (2.048, -0.964, -1.438)  0.227
H (0.387, -1.735, -0.849)  0.210
H (1.267, -1.188, 1.682)  0.226
H (2.690, 0.003, 1.273)  0.232
H (1.183, 0.509, 2.234)  0.233
H (-1.286, -0.190, 1.048)  0.202
H (1.117, 1.171, -0.307)  0.394
H (-1.043, 2.682, 1.205)  0.532



# 4
Formula: C19H39BGeIrN6O4PS4
Source: OMol25
Level of theory: ωB97M-V/def2-TZVPD

The multiplicity is 6. Its HOMO-LUMO gap (alpha / beta) is 0.1525 / 0.2178 Ha. The energy above the lowest of the compared OMol25 structures with the same formula, charge and spin comes out at 139.3 kJ/mol. As for the total charge: -1.

Last column: Mulliken spin population.
Cartesian coordinates (Å):
Ir (-0.404, 0.253, 0.220)  2.546
N (1.585, -0.576, 1.583)  0.113
N (1.038, -1.427, 2.548)  -0.007
C (-0.122, -2.162, 2.197)  0.009
O (-0.331, -3.196, 2.817)  0.021
O (-0.846, -1.657, 1.268)  0.154
H (2.277, -1.042, 1.002)  -0.016
H (1.988, 0.242, 2.018)  -0.005
H (1.683, -1.956, 3.112)  0.002
C (2.336, 2.164, -2.837)  0.028
N (1.055, 2.345, -3.444)  0.124
C (0.708, 3.357, -4.323)  0.079
C (-0.601, 3.193, -4.615)  -0.040
N (-1.092, 2.096, -3.953)  0.078
B (-2.549, 1.630, -4.209)  -0.015
N (-3.005, 0.438, -3.299)  0.020
C (-3.716, -0.634, -3.767)  -0.007
C (-4.109, -1.392, -2.717)  0.015
N (-3.638, -0.774, -1.585)  -0.011
C (-3.846, -1.196, -0.214)  0.031
C (-2.952, 0.338, -1.962)  0.061
S (-2.273, 1.471, -0.876)  0.251
C (-0.073, 1.550, -3.177)  0.494
S (0.123, -0.280, -3.265)  0.263
H (2.968, 3.022, -3.065)  -0.001
H (2.827, 1.258, -3.209)  0.017
H (2.233, 2.082, -1.748)  -0.008
H (1.411, 4.102, -4.656)  0.022
H (-1.234, 3.775, -5.264)  0.011
H (-3.301, 2.561, -4.000)  0.016
H (-2.636, 1.230, -5.351)  0.011
H (-3.881, -0.774, -4.821)  0.000
H (-4.682, -2.302, -2.680)  0.003
H (-4.513, -2.055, -0.203)  0.000
H (-4.281, -0.383, 0.366)  -0.007
H (-2.909, -1.472, 0.261)  -0.008
C (1.149, 4.245, 4.274)  0.005
C (-0.080, 3.484, 4.763)  0.006
C (0.273, 2.073, 5.211)  0.001
O (-1.131, 3.537, 3.786)  0.002
P (-1.464, 2.515, 2.568)  0.059
S (-2.298, 0.853, 3.161)  0.036
S (0.264, 2.334, 1.477)  0.212
O (-2.592, 3.379, 1.857)  0.007
C (-2.659, 4.713, 1.306)  -0.005
C (-3.313, 5.616, 2.340)  0.000
C (-1.337, 5.284, 0.819)  0.005
H (1.878, 4.315, 5.082)  0.001
H (0.871, 5.252, 3.960)  -0.002
H (1.594, 3.727, 3.426)  0.000
H (-0.504, 4.025, 5.614)  0.001
H (0.653, 1.489, 4.371)  -0.002
H (-0.602, 1.564, 5.612)  0.000
H (1.044, 2.131, 5.981)  0.000
H (-3.325, 4.594, 0.449)  0.001
H (-2.674, 5.698, 3.220)  0.000
H (-4.276, 5.206, 2.644)  0.000
H (-3.469, 6.606, 1.908)  0.000
H (-0.613, 5.316, 1.633)  -0.003
H (-1.501, 6.298, 0.451)  -0.001
H (-0.936, 4.679, 0.008)  0.000
C (-0.795, -3.600, -1.177)  0.013
Ge (0.875, -2.634, -1.564)  -0.026
C (2.314, -3.138, -0.281)  0.006
C (1.447, -3.302, -3.346)  0.028
C (0.666, -0.662, -1.592)  0.442
H (-0.616, -4.676, -1.137)  -0.001
H (-1.516, -3.394, -1.972)  -0.002
H (-1.213, -3.273, -0.228)  0.002
H (2.723, -4.115, -0.543)  0.000
H (1.923, -3.199, 0.737)  0.001
H (3.132, -2.415, -0.309)  -0.002
H (1.588, -4.385, -3.309)  0.000
H (2.372, -2.837, -3.688)  0.001
H (0.672, -3.075, -4.077)  0.000
H (1.644, -0.194, -1.434)  -0.029



| no. | largest force on an atom (eV Å⁻¹) |
| --- | --- |
| 1 | 2.241 |
| 2 | 0.261 |
| 3 | 5.381 |
| 4 | 0.966 |